1.
Here is a molecular structure, C44H33Cl2CrIN9O4 from OMol25. Energies are from wB97M-V/def2-TZVPD.

```
94
Properties=species:S:1:pos:R:3
I -3.320 2.111 1.719
Cr -1.143 -0.031 -0.840
Cl -0.236 4.190 5.441
Cl 3.235 2.222 1.740
O 0.411 2.479 -1.240
O -2.390 1.314 -1.282
O -5.802 0.714 -3.618
O -0.329 1.260 0.476
N 0.251 0.029 -3.645
N 6.927 -4.047 0.863
N 1.635 4.423 3.172
N 5.528 -5.379 -0.518
N -2.505 -0.678 1.002
N -2.563 -1.031 -2.193
N 0.289 -1.417 -0.269
N -3.484 -0.122 -2.663
N -1.349 -3.568 -1.350
C 0.583 -1.541 1.027
C -3.857 3.471 -2.172
C 5.139 -3.043 -0.343
C 1.126 4.581 0.735
C 6.225 -2.973 0.510
C 4.813 -4.300 -0.846
C 1.452 3.137 3.595
C 3.247 6.409 0.530
C 3.725 -4.509 -1.822
C -0.185 0.103 -2.578
C -5.418 1.933 -3.208
C 1.468 5.168 -0.485
C -0.261 -5.557 -2.111
C -2.646 -1.684 3.594
C -6.268 3.009 -3.463
C -2.455 -2.537 2.519
C 2.506 -3.972 -1.810
C -2.779 0.119 2.038
C 1.075 0.527 4.612
C 0.034 2.387 -0.089
C -0.077 3.661 0.772
C -2.836 -0.337 3.349
C -2.520 -2.108 -2.880
C 2.118 -3.324 0.610
C -1.692 -3.282 -2.608
C -5.908 4.287 -3.090
C 2.939 5.831 1.746
C 1.896 4.914 1.860
C 1.884 -3.157 -0.753
C 0.418 1.597 5.193
C -3.312 1.075 -2.138
C 1.926 0.761 3.545
C 6.535 -5.196 0.329
C -0.659 -4.678 -1.116
C -2.390 -1.993 1.251
C 0.610 2.867 4.691
C 0.948 -2.204 -1.130
C 2.112 2.032 3.048
C -1.320 -4.102 -3.676
C 2.514 6.066 -0.594
C -4.689 4.532 -2.458
C -4.211 2.165 -2.527
C 1.471 -2.488 1.502
C -0.593 -5.248 -3.422
H 2.791 -4.094 0.963
H -6.579 5.111 -3.296
H 6.551 -2.026 0.925
H 1.648 -2.566 2.565
H -2.905 3.617 -1.680
H -0.922 4.194 0.326
H 1.287 5.119 3.811
H -5.070 0.085 -3.421
H -4.403 5.541 -2.195
H 7.097 -6.081 0.605
H 0.936 -0.474 4.997
H 4.065 7.114 0.456
H 3.996 -5.167 -2.640
H 3.518 6.070 2.628
H -3.148 -2.152 -3.766
H 2.750 6.503 -1.555
H -3.048 0.361 4.145
H 1.867 -4.151 -2.668
H 0.894 4.894 -1.359
H -1.591 -3.822 -4.685
H 0.283 -6.459 -1.865
H -2.673 -2.062 4.608
H -7.209 2.809 -3.959
H -0.422 -4.874 -0.075
H -0.243 1.455 6.037
H 0.732 -2.051 -2.180
H -2.224 -2.613 0.375
H 4.581 -2.162 -0.627
H -0.356 3.397 1.789
H -0.293 -5.895 -4.236
H 2.484 -0.043 3.092
H 0.103 -0.844 1.698
H -2.343 -3.603 2.657
```

The gap between HOMO and LUMO (alpha / beta) is 0.260 / 0.257 Eh. Its spin multiplicity is 4. The largest force on an atom is 1.0 eV/Å.

The molecule's Mulliken atomic charges, reported in e, are given here: atom 1 (I): 0.165, atom 2 (Cr): -0.101, atom 3 (Cl): -0.293, atom 4 (Cl): -0.184, atom 5 (O): -0.571, atom 6 (O): -0.089, atom 7 (O): -0.665, atom 8 (O): 0.516, atom 9 (N): -0.857, atom 10 (N): -0.593, atom 11 (N): 0.036, atom 12 (N): -0.615, atom 13 (N): 0.335, atom 14 (N): 0.999, atom 15 (N): 1.333, atom 16 (N): -1.277, atom 17 (N): -0.157, atom 18 (C): -0.227, atom 19 (C): -0.391, atom 20 (C): -0.348, atom 21 (C): 0.602, atom 22 (C): -0.346, atom 23 (C): 0.374, atom 24 (C): -0.767, atom 25 (C): -0.609, atom 26 (C): -0.479, atom 27 (C): 0.201, atom 28 (C): 0.274, atom 29 (C): -0.912, atom 30 (C): -0.950, atom 31 (C): -0.489, atom 32 (C): -0.688, atom 33 (C): -0.884, atom 34 (C): -0.730, atom 35 (C): 0.048, atom 36 (C): -0.417, atom 37 (C): 0.363, atom 38 (C): -0.206, atom 39 (C): -0.698, atom 40 (C): -0.874, atom 41 (C): -0.072, atom 42 (C): 1.142, atom 43 (C): -0.345, atom 44 (C): -0.566, atom 45 (C): -0.154, atom 46 (C): -0.565, atom 47 (C): -0.853, atom 48 (C): 1.035, atom 49 (C): -0.783, atom 50 (C): -0.109, atom 51 (C): -0.128, atom 52 (C): -0.024, atom 53 (C): 0.734, atom 54 (C): -0.672, atom 55 (C): 0.998, atom 56 (C): -0.996, atom 57 (C): -0.794, atom 58 (C): -0.977, atom 59 (C): -0.320, atom 60 (C): -1.841, atom 61 (C): -0.440, atom 62 (H): 0.657, atom 63 (H): 0.372, atom 64 (H): 0.446, atom 65 (H): 0.669, atom 66 (H): 0.658, atom 67 (H): 0.420, atom 68 (H): 0.264, atom 69 (H): 0.564, atom 70 (H): 0.433, atom 71 (H): 0.421, atom 72 (H): 0.415, atom 73 (H): 0.374, atom 74 (H): 0.405, atom 75 (H): 0.462, atom 76 (H): 0.375, atom 77 (H): 0.405, atom 78 (H): 0.460, atom 79 (H): 0.502, atom 80 (H): 0.455, atom 81 (H): 0.488, atom 82 (H): 0.418, atom 83 (H): 0.446, atom 84 (H): 0.436, atom 85 (H): 0.629, atom 86 (H): 0.444, atom 87 (H): 0.736, atom 88 (H): 0.441, atom 89 (H): 0.542, atom 90 (H): 0.224, atom 91 (H): 0.429, atom 92 (H): 0.574, atom 93 (H): 0.829, atom 94 (H): 0.508

=====

2.
Here is a molecular structure, C44H33N6O9P2Re in a non-equilibrium geometry from OMol25. Energies are from wB97M-V/def2-TZVPD.

```
95
Properties=species:S:1:pos:R:3
Re 0.007 0.062 0.085
P -0.719 2.313 -0.634
P -2.028 0.090 -1.342
O 2.253 -0.613 -3.360
O 1.074 -1.610 0.494
O 1.085 0.083 -1.621
O -2.699 0.869 2.968
O 3.138 -4.018 2.737
O 6.355 -4.564 -0.839
O 0.042 1.113 4.108
O 2.257 -2.058 2.828
O 5.992 -3.614 -2.735
N -1.980 1.767 -1.589
N -0.613 0.502 1.971
N 2.791 -2.972 2.234
N 5.727 -3.836 -1.575
N 1.754 0.869 1.045
N -1.305 -1.390 0.771
C -2.747 2.573 -2.543
C 0.326 3.303 -1.706
C 1.644 1.096 2.364
C -5.544 0.438 0.669
C -0.477 3.703 1.722
C 2.244 -1.981 0.011
C 4.044 1.495 1.156
C -0.927 4.482 2.775
C -1.320 -2.596 0.187
C 0.811 2.711 -2.879
C 0.641 4.627 -1.405
C -3.146 -2.028 2.159
C -4.430 -1.332 -1.167
C -3.163 -3.275 1.555
C -3.703 -0.222 -0.740
C 3.811 -2.307 -1.803
C -2.198 -1.128 1.731
C -1.927 0.201 2.347
C -2.861 -1.048 -5.179
C 1.597 3.454 -3.743
C -2.234 -3.559 0.563
C 2.672 -1.693 -1.297
C 3.934 1.692 2.524
C 1.974 -0.716 -2.192
C -0.969 -1.621 -3.237
C -1.846 -1.963 -5.441
C -1.327 3.399 0.659
C -0.902 -2.252 -4.471
C -2.929 -0.420 -3.948
C -2.230 4.964 2.770
C -3.075 4.678 1.709
C -4.264 0.657 0.186
C 4.194 -3.415 0.300
C -6.270 -0.661 0.229
C 4.538 -3.170 -1.014
C 1.906 4.776 -3.442
C -2.627 3.897 0.651
C 2.936 1.080 0.444
C 2.708 1.498 3.138
C 3.076 -2.787 0.798
C 0.277 0.919 2.942
C -5.713 -1.546 -0.685
C -1.969 -0.692 -2.967
C 1.433 5.360 -2.277
H -2.202 -4.530 0.089
H -2.586 5.565 3.596
H 0.543 3.334 1.727
H -7.272 -0.830 0.601
H 0.266 5.087 -0.499
H -0.583 -2.783 -0.573
H -3.818 2.422 -2.392
H 4.794 1.999 3.104
H -3.746 0.262 -3.745
H -3.883 -4.022 1.860
H -0.104 -2.955 -4.674
H -0.226 -1.844 -2.487
H -3.699 1.504 0.548
H -4.089 5.057 1.704
H -5.969 1.123 1.390
H -2.519 3.627 -2.391
H -3.828 -1.746 2.948
H 4.978 1.655 0.637
H 0.589 1.677 -3.106
H 1.973 2.999 -4.650
H -1.799 -2.454 -6.404
H -3.297 3.676 -0.168
H 1.675 6.390 -2.048
H -6.281 -2.400 -1.030
H 4.117 -2.098 -2.819
H 2.967 0.906 -0.621
H 4.788 -4.067 0.923
H 2.519 5.353 -4.122
H -3.605 -0.832 -5.935
H 2.546 1.647 4.196
H -2.484 2.320 -3.570
H -0.268 4.702 3.604
H -4.001 -2.031 -1.875
```

The gap between HOMO and LUMO (alpha / beta) is 0.277 / 0.239 Eh. As for the total charge: +1. Its spin multiplicity is 2. The largest force on an atom is 1.8 eV/Å.

The molecule's Mulliken atomic charges, reported in e, are given here: atom 1 (Re): 2.002, atom 2 (P): 1.500, atom 3 (P): 2.263, atom 4 (O): -0.656, atom 5 (O): -0.590, atom 6 (O): 0.174, atom 7 (O): -0.588, atom 8 (O): -0.634, atom 9 (O): -0.629, atom 10 (O): -0.634, atom 11 (O): -0.515, atom 12 (O): -0.614, atom 13 (N): 0.635, atom 14 (N): 0.452, atom 15 (N): 0.981, atom 16 (N): 1.042, atom 17 (N): 0.941, atom 18 (N): 0.838, atom 19 (C): -1.301, atom 20 (C): 1.189, atom 21 (C): 0.258, atom 22 (C): -1.046, atom 23 (C): -0.566, atom 24 (C): -0.516, atom 25 (C): -1.019, atom 26 (C): -0.691, atom 27 (C): 0.066, atom 28 (C): -0.547, atom 29 (C): -0.820, atom 30 (C): -0.978, atom 31 (C): -1.000, atom 32 (C): -0.777, atom 33 (C): 0.328, atom 34 (C): -0.482, atom 35 (C): 1.239, atom 36 (C): -0.728, atom 37 (C): -0.892, atom 38 (C): -0.871, atom 39 (C): -1.031, atom 40 (C): 1.060, atom 41 (C): -0.942, atom 42 (C): 0.182, atom 43 (C): -0.054, atom 44 (C): -0.728, atom 45 (C): 0.735, atom 46 (C): -1.115, atom 47 (C): -0.566, atom 48 (C): -0.881, atom 49 (C): -0.701, atom 50 (C): -0.638, atom 51 (C): -0.560, atom 52 (C): -0.698, atom 53 (C): -0.858, atom 54 (C): -0.679, atom 55 (C): -0.821, atom 56 (C): -0.359, atom 57 (C): -0.831, atom 58 (C): -0.265, atom 59 (C): 0.113, atom 60 (C): -0.812, atom 61 (C): 0.482, atom 62 (C): -0.753, atom 63 (H): 0.507, atom 64 (H): 0.406, atom 65 (H): 0.694, atom 66 (H): 0.432, atom 67 (H): 0.384, atom 68 (H): 0.429, atom 69 (H): 0.440, atom 70 (H): 0.472, atom 71 (H): 0.495, atom 72 (H): 0.486, atom 73 (H): 0.478, atom 74 (H): -0.190, atom 75 (H): 0.311, atom 76 (H): 0.468, atom 77 (H): 0.517, atom 78 (H): 0.423, atom 79 (H): 0.622, atom 80 (H): 0.568, atom 81 (H): 0.109, atom 82 (H): 0.516, atom 83 (H): 0.423, atom 84 (H): 0.297, atom 85 (H): 0.446, atom 86 (H): 0.479, atom 87 (H): 0.720, atom 88 (H): 0.461, atom 89 (H): 0.674, atom 90 (H): 0.416, atom 91 (H): 0.464, atom 92 (H): 0.633, atom 93 (H): 0.321, atom 94 (H): 0.481, atom 95 (H): 0.523

=====

- The highest largest force on an atom belongs to which entry?
  C44H33N6O9P2Re